Entry 1:
14
Properties=species:S:1:pos:R:3:forces:R:3 method="wB97M-V/def2-TZVPD" homo_energy_ha=-0.361 spin_multiplicity=1 smiles="C[C@@]1(C(N)=O)CO1" orbital_gap_ev=10.7 e_lumo_ev=0.893
C -0.8884 -0.6616 -1.1432 -0.034 0.015 -0.007
C -0.0330 -0.3547 0.0602 -0.241 0.033 0.017
C 0.0081 1.1092 0.4587 -0.142 0.175 0.097
N 0.9003 1.8859 -0.2155 -0.037 0.011 0.180
O -0.7783 1.5457 1.2804 0.281 -0.045 -0.333
C 0.1693 -1.3122 1.1373 -0.147 -0.110 0.201
O 1.1811 -1.0931 0.1461 0.218 0.084 -0.040
H -0.9589 -1.7437 -1.2821 0.002 0.141 0.028
H -1.8911 -0.2440 -1.0175 0.100 -0.061 0.000
H -0.4431 -0.2235 -2.0431 -0.062 -0.051 0.124
H 0.9941 2.8416 0.0959 0.015 -0.113 -0.059
H 1.6726 1.4692 -0.7080 -0.058 -0.064 0.043
H 0.4186 -0.9527 2.1348 -0.073 -0.033 -0.182
H -0.3514 -2.2662 1.0960 0.179 0.018 -0.069

=====

Entry 2:
33
Properties=species:S:1:pos:R:3:forces:R:3 method="wB97M-V/def2-TZVPD" homo_energy_ha="0.018 / 0.019" charge=-2 spin_multiplicity=3 orbital_gap_ev="4.3 / 4.2" e_lumo_ev="4.745 / 4.724"
C -0.7265 0.7683 -0.7731 0.024 -0.402 -1.038
C -1.5617 -0.3555 -0.4975 0.524 0.132 -0.058
C -0.7217 -1.4816 -0.2242 0.221 -0.269 -0.556
C -3.0502 -0.3764 -0.5588 -0.423 -0.020 -0.098
C 0.6367 -1.0720 -0.3759 -0.394 -0.077 -0.623
C 0.6504 0.3344 -0.6863 -0.641 -0.432 -1.368
C 1.8477 1.1221 -1.0922 0.356 0.296 0.375
C -1.2130 2.1101 -1.2078 -0.158 0.488 -0.036
C -1.1952 -2.8901 -0.0924 -0.208 -0.354 0.210
C 1.8039 -2.0009 -0.4564 0.443 -0.058 0.399
W -0.2519 0.1981 1.3216 3.652 -1.078 3.443
Cl -2.3412 0.0073 2.3218 -1.212 0.042 0.082
Cl 0.0553 2.3946 1.6293 0.123 1.583 0.477
O 2.3795 -0.2058 1.8475 -2.554 -0.526 -0.443
H -3.5008 0.5809 -0.2662 0.242 -0.224 -0.079
H -3.4910 -1.1441 0.0900 0.251 0.198 -0.156
H -3.3460 -0.5932 -1.5930 -0.047 0.024 0.005
H -2.0183 -2.9728 0.6245 0.051 0.039 -0.062
H -0.4056 -3.5705 0.2445 -0.067 0.246 -0.031
H -1.5581 -3.2699 -1.0600 0.035 0.075 0.119
H 1.7111 -2.8258 0.2509 -0.069 0.027 0.036
H 2.7288 -1.4915 -0.1876 -0.161 0.108 0.078
H 1.9253 -2.4404 -1.4564 -0.279 0.175 -0.034
H 2.7293 0.7420 -0.5802 0.007 0.030 0.143
H 1.7614 2.1653 -0.7945 0.059 0.134 0.156
H 2.0438 1.0910 -2.1726 -0.294 -0.175 0.048
H -2.0409 2.4519 -0.5775 0.126 -0.064 -0.040
H -1.5786 2.0884 -2.2440 0.098 -0.149 0.068
H -0.4340 2.8762 -1.1399 -0.077 -0.263 0.068
H 2.0798 -0.7845 2.5844 0.535 0.652 -0.568
O 2.8674 4.2037 1.2768 1.282 0.303 -0.021
H 3.8348 4.1850 1.5008 -1.233 -0.037 -0.276
I 0.3798 0.1555 4.3443 -0.211 -0.423 -0.218

=====

Entry 3:
51
Properties=species:S:1:pos:R:3:forces:R:3 method="wB97M-V/def2-TZVPD" homo_energy_ha=-0.317 spin_multiplicity=1 smiles="CCOCCCNC(=O)c1ccc2c(c1)ncn2-c1ccc(C)cc1C" orbital_gap_ev=9.3 e_lumo_ev=0.708
C -3.5036 -3.4906 0.4717 -0.026 0.448 -0.007
C -3.1100 -2.0247 0.3000 0.218 -0.307 -0.019
O -4.0457 -1.1163 0.8310 -0.168 0.085 0.175
C -5.2549 -1.0142 0.1041 -0.288 -0.020 0.084
C -5.9520 0.2860 0.5017 0.440 -0.106 -0.284
C -5.3141 1.5050 -0.1713 -0.343 -0.017 -0.001
N -3.8968 1.5874 0.0835 -0.013 0.281 0.163
C -2.9884 1.2425 -0.8624 -0.074 0.250 0.219
O -3.2945 1.0249 -2.0223 0.011 -0.209 -0.208
C -1.5743 1.1787 -0.3909 0.210 -0.005 0.024
C -0.7001 0.3735 -1.1392 -0.020 -0.022 -0.062
C 0.6285 0.2271 -0.8101 0.074 -0.078 -0.049
C 1.0817 0.9350 0.2931 -0.703 0.271 0.157
C 0.2154 1.7482 1.0636 0.454 -0.488 -0.497
C -1.1233 1.8762 0.7186 0.036 -0.143 -0.147
N 0.9197 2.3029 2.1040 -0.061 0.353 0.505
C 2.1273 1.8531 1.9778 -0.098 0.218 0.151
N 2.3079 1.0288 0.9031 -0.177 0.073 0.022
C 3.5165 0.4212 0.5028 0.526 -0.315 -0.078
C 4.1071 -0.5173 1.3371 -0.133 0.090 -0.070
C 5.2926 -1.1260 0.9709 0.051 0.045 -0.045
C 5.9027 -0.8061 -0.2342 -0.037 0.011 0.054
C 7.1780 -1.4667 -0.6593 -0.011 -0.018 -0.038
C 5.3066 0.1476 -1.0505 -0.067 -0.079 0.128
C 4.1224 0.7802 -0.7046 -0.086 0.023 0.092
C 3.5273 1.8340 -1.5872 -0.024 -0.001 -0.027
H -2.6802 -4.1259 0.1574 0.073 -0.116 -0.050
H -3.7294 -3.6947 1.5156 -0.013 -0.060 0.100
H -4.3766 -3.7321 -0.1298 -0.074 -0.094 -0.051
H -2.1843 -1.8206 0.8459 -0.024 -0.037 -0.141
H -2.9423 -1.8069 -0.7653 0.033 0.037 0.081
H -5.0457 -1.0130 -0.9748 -0.003 -0.022 0.023
H -5.9079 -1.8696 0.3319 0.084 0.063 -0.077
H -5.8865 0.3848 1.5869 -0.118 -0.030 0.073
H -7.0038 0.2353 0.2192 -0.060 0.013 0.055
H -5.4305 1.4411 -1.2563 -0.044 0.077 0.158
H -5.7983 2.4203 0.1865 0.001 -0.063 -0.123
H -3.6186 1.5218 1.0498 0.098 -0.092 -0.134
H -1.1072 -0.1366 -1.9991 -0.038 -0.031 -0.067
H 1.2856 -0.4147 -1.3780 0.043 -0.058 -0.084
H -1.7612 2.5253 1.2968 -0.092 0.083 0.063
H 2.9384 2.1012 2.6358 0.253 -0.006 0.081
H 3.6266 -0.7680 2.2717 -0.074 -0.033 0.063
H 5.7432 -1.8560 1.6267 0.059 -0.074 0.059
H 6.9968 -2.1153 -1.5161 0.061 -0.063 -0.041
H 7.5929 -2.0678 0.1455 0.073 -0.048 0.015
H 7.9138 -0.7218 -0.9569 0.092 -0.003 -0.018
H 5.7863 0.4134 -1.9821 0.055 0.062 -0.114
H 3.1389 2.6611 -0.9947 -0.043 0.061 -0.027
H 4.2747 2.2168 -2.2775 0.024 0.034 -0.040
H 2.6992 1.4314 -2.1701 -0.055 0.058 -0.049

=====

Entry 4:
104
Properties=species:S:1:pos:R:3:forces:R:3 method="wB97M-V/def2-TZVPD" homo_energy_ha=-0.062 charge=-2 spin_multiplicity=1 orbital_gap_ev=6.0 e_lumo_ev=4.281
Y -0.9449 0.1539 -0.2802 -0.515 1.679 0.262
C -5.1910 -0.9571 -1.8961 -0.115 -0.654 0.612
C -4.0958 -0.1258 -1.6102 -1.129 0.655 -0.791
N -3.1681 -0.7422 -0.9491 0.435 -2.232 2.001
N -3.6833 -2.0364 -0.6219 0.580 1.638 -1.115
C -4.8709 -2.1304 -1.2017 -1.010 -0.063 -0.667
B -3.1415 -2.9904 0.4842 1.004 2.037 -0.607
N -1.6224 -3.1938 0.2076 2.075 -0.652 -0.863
C -1.0757 -4.4000 -0.1021 0.223 0.808 -0.168
C 0.2393 -4.2252 -0.5394 -0.799 -0.204 0.728
C 0.4513 -2.8448 -0.3839 0.697 -0.786 -0.204
N -0.6398 -2.2303 0.0021 -1.839 -0.547 0.575
N -3.3629 -2.2095 1.8078 -0.820 0.041 0.113
C -3.9874 -2.7927 2.8380 -0.056 0.190 0.959
C -4.4397 -1.8302 3.7180 0.607 1.199 -1.442
C -4.0656 -0.6014 3.0434 -0.800 -0.890 1.365
N -3.4618 -0.8470 1.9316 1.325 -0.726 -1.690
H -6.0679 -0.7214 -2.5036 0.397 -0.188 0.437
H -3.9879 0.9271 -1.8675 0.148 -0.576 0.008
H -5.4244 -3.0546 -1.0597 -0.033 0.230 -0.176
H -3.6273 -4.0981 0.4181 -0.203 0.326 0.274
H -1.6573 -5.2966 0.0353 -0.038 -0.005 -0.158
H 0.9137 -5.0047 -0.8663 0.021 0.222 0.136
H 1.3992 -2.3201 -0.4567 -0.558 0.110 -0.203
H -4.0353 -3.8602 2.8366 -0.162 -0.394 0.281
H -4.9769 -1.8873 4.6265 -0.330 -0.354 0.650
H -4.2574 0.4342 3.2914 0.034 -0.093 0.220
O 0.7610 0.2751 -1.5197 1.145 1.047 -0.954
C 1.7898 1.1178 -2.0183 -1.236 -0.275 0.674
C 1.4141 2.6767 -1.8380 0.498 -1.328 -0.661
C 1.0082 3.2574 -0.5383 -0.772 0.733 0.867
C 1.2421 4.6185 -0.3307 -0.133 1.040 0.736
C 0.7143 5.2373 0.8252 0.833 -0.846 -0.233
C 0.2302 4.4251 1.8521 -0.097 -0.095 0.088
C 0.0650 3.0600 1.5959 -0.202 -0.013 -1.024
C -0.4194 2.1213 2.6781 -0.624 0.543 0.833
C 0.2930 0.7241 2.7822 -0.456 0.923 -0.526
O 0.1240 0.0470 1.6037 -0.202 -0.327 0.340
C 1.8100 0.8798 3.0753 0.197 1.240 0.824
C 2.7192 -0.1426 2.7593 -1.132 -0.350 -0.217
C 4.0048 -0.0925 3.1972 1.841 1.117 1.494
C 4.5147 1.0044 3.9687 -0.650 -1.077 -1.245
C 3.6433 2.0608 4.1860 0.825 0.742 0.548
C 2.3190 2.0306 3.7597 0.003 -1.835 -0.727
C -0.3218 -0.0669 3.9754 0.146 -1.680 0.449
C 0.1004 -1.4402 4.0585 -0.637 1.709 0.806
C -0.0961 -2.2169 5.1910 -0.060 1.015 -0.471
C -0.8402 -1.6934 6.2405 0.160 -0.706 0.336
C -1.4407 -0.4731 6.0741 -0.697 0.453 0.935
C -1.1984 0.3544 4.9952 0.524 0.563 -1.179
N 0.2465 2.5877 0.3242 0.831 -1.012 1.317
C 2.0512 0.8854 -3.5373 0.727 0.101 -0.336
C 1.5466 -0.2828 -4.1014 -0.606 0.043 -0.066
C 1.7805 -0.6430 -5.4139 0.479 0.456 -0.831
C 2.5812 0.1763 -6.2286 0.044 -0.865 0.139
C 3.1725 1.2862 -5.6674 -0.210 0.842 0.221
C 2.9144 1.6725 -4.3496 -0.670 -0.712 0.475
C 3.0760 0.6458 -1.3380 1.067 0.850 0.317
C 3.3468 -0.7101 -1.1261 -0.345 0.062 -0.100
C 4.4987 -1.1596 -0.4954 -0.454 0.583 -0.308
C 5.4825 -0.2502 -0.1880 0.790 -0.095 0.923
C 5.2949 1.0800 -0.4874 0.630 0.811 0.149
C 4.0967 1.5500 -0.9871 -0.419 -0.443 -0.588
H 2.1887 3.3423 -2.2368 0.016 -0.319 -0.104
H 0.5519 2.8139 -2.4758 -0.343 -0.195 -0.522
H 1.7944 5.2050 -1.0811 -0.364 -0.282 0.391
H 0.8039 6.3057 0.9884 0.032 -0.017 -0.147
H -0.0531 4.8185 2.8475 0.218 -0.174 -0.781
H -0.4373 2.7054 3.6525 0.269 -0.691 -0.979
H -1.4939 1.9356 2.4824 0.485 -0.100 -0.030
H 2.4193 -1.0542 2.2211 -0.205 0.746 0.122
H 4.6658 -0.9299 3.0319 0.091 -0.125 -0.243
H 5.5716 1.0057 4.2769 -0.664 0.106 -0.034
H 4.0272 2.9544 4.7230 -0.392 -0.577 -0.377
H 1.7004 2.8787 3.9708 -0.357 0.163 0.045
H 0.6407 -1.8340 3.2422 0.532 -0.332 -0.783
H 0.3985 -3.1601 5.2283 0.052 -0.706 0.187
H -0.9510 -2.2216 7.1917 -0.085 -0.005 -0.390
H -2.1239 -0.1248 6.8537 0.212 0.004 -0.178
H -1.7138 1.3248 4.9742 0.437 -0.376 -0.156
H 0.8561 -0.8903 -3.5380 -0.010 0.013 0.354
H 1.3196 -1.5435 -5.8109 0.027 0.122 0.024
H 2.8313 -0.0591 -7.2687 -0.352 -0.108 0.351
H 3.7720 1.9304 -6.3060 0.112 -0.047 0.169
H 3.3862 2.5766 -3.9779 -0.079 -0.086 0.113
H 2.6426 -1.4498 -1.4635 -0.282 0.116 -0.088
H 4.5961 -2.1944 -0.2490 0.116 -0.554 0.037
H 6.3661 -0.5209 0.4053 -0.233 -0.127 -0.534
H 6.1314 1.7713 -0.3313 -0.428 -0.115 0.178
H 3.9876 2.6102 -1.1850 -0.093 -0.037 0.075
S -1.9955 1.3721 -3.2746 0.716 0.804 0.456
C -2.1921 -0.0137 -4.2329 -0.579 0.136 -1.425
C -2.6349 0.1468 -5.6024 0.339 -0.559 0.668
C -2.9344 -0.9662 -6.3694 0.195 1.894 0.242
C -2.7831 -2.2143 -5.8074 0.359 -0.690 0.981
C -2.2624 -2.3077 -4.5167 -0.196 1.011 -0.197
N -1.9910 -1.2428 -3.7500 0.390 -0.752 0.077
H -2.6943 1.1657 -5.9649 -0.112 -0.127 -0.146
H -3.2479 -0.7775 -7.3921 -0.137 -0.398 -0.004
H -3.0839 -3.0932 -6.3172 -0.059 -0.778 -0.518
H -2.0327 -3.2511 -4.0396 -0.168 -0.283 -0.115
O -3.6720 2.9515 1.9517 1.328 -0.526 -0.739
N -3.6151 2.3188 0.8887 -1.126 -0.358 -0.650
O -2.4826 1.9983 0.3817 0.059 0.346 1.123